{"formula": "C37H103BeF6N9O10P", "method": "ωB97M-V/def2-TZVPD", "homo_energy_ev": [-6.4520, -8.5708], "mol_weight_g_mol": 988.258, "multiplicity": 2, "s_squared": 0.751, "lumo_ev": [0.176, -0.679], "homo_lumo_gap_ev": [6.63, 7.89], "elements": ["Be", "P", "F", "F", "F", "F", "F", "F", "C", "C", "C", "O", "C", "N", "H", "H", "H", "H", "H", "H", "H", "H", "H", "H", "H", "C", "C", "C", "O", "C", "N", "H", "H", "H", "H", "H", "H", "H", "H", "H", "H", "H", "C", "C", "C", "O", "C", "N", "H", "H", "H", "H", "H", "H", "H", "H", "H", "H", "H", "C", "C", "C", "O", "C", "N", "H", "H", "H", "H", "H", "H", "H", "H", "H", "H", "H", "C", "C", "C", "O", "C", "N", "H", "H", "H", "H", "H", "H", "H", "H", "H", "H", "H", "C", "C", "C", "O", "C", "N", "H", "H", "H", "H", "H", "H", "H", "H", "H", "H", "H", "C", "C", "C", "O", "C", "N", "H", "H", "H", "H", "H", "H", "H", "H", "H", "H", "H", "C", "C", "C", "O", "C", "N", "H", "H", "H", "H", "H", "H", "H", "H", "H", "H", "H", "C", "C", "C", "O", "C", "N", "H", "H", "H", "H", "H", "H", "H", "H", "H", "H", "H", "C", "O", "H", "H", "H", "H"], "xyz": [[-1.73141, 2.51729, 2.70705], [0.27900, 0.29843, -0.30010], [0.14012, -0.84028, 0.82330], [0.74284, -0.78526, -1.38470], [-1.26787, -0.03455, -0.71320], [0.33991, 1.42022, -1.48154], [-0.14383, 1.44564, 0.78267], [1.84239, 0.55425, 0.01607], [-2.37208, -2.06767, 3.10492], [-2.21414, -0.79281, 3.83842], [-1.95213, -1.04429, 5.38401], [-0.74531, -1.77491, 5.61304], [-0.62419, -2.16328, 6.96471], [-1.13379, -0.08736, 3.20314], [-1.51676, -2.73669, 3.19949], [-2.48793, -2.00044, 2.02319], [-3.20483, -2.62943, 3.52807], [-3.11725, -0.18251, 3.83318], [-2.78907, -1.62149, 5.77703], [-1.87127, -0.14669, 5.99709], [0.01711, -3.02343, 7.15695], [-1.55965, -2.37454, 7.48277], [-0.02903, -1.41574, 7.48919], [-0.88024, -0.70610, 2.44620], [-0.37561, -0.36744, 3.80878], [2.34930, -7.16117, 1.63101], [2.32060, -6.65542, 0.17892], [1.89276, -5.17037, 0.13401], [0.48313, -5.14038, 0.35538], [-0.03256, -3.84388, 0.33361], [3.63879, -6.97448, -0.35107], [2.70613, -8.18837, 1.70606], [1.41619, -7.22382, 2.19090], [2.92344, -6.43387, 2.20503], [1.55647, -7.20400, -0.37177], [2.22513, -4.89505, -0.86690], [2.39958, -4.57409, 0.89275], [0.15520, -3.36505, 1.29464], [-1.10816, -3.89633, 0.16499], [0.39175, -3.23803, -0.46701], [3.76351, -6.63301, -1.29337], [3.70440, -7.96807, -0.52015], [-0.73071, -5.57489, -2.71102], [-1.81947, -4.75331, -3.36726], [-2.32518, -3.60539, -2.54172], [-3.47282, -2.94594, -3.14186], [-4.13905, -2.11686, -2.27146], [-1.25592, -4.14190, -4.54497], [-0.23593, -6.25918, -3.40025], [-1.06524, -6.19250, -1.87751], [0.07623, -4.87631, -2.48981], [-2.66431, -5.35607, -3.70048], [-1.63354, -2.88069, -2.11214], [-2.70806, -3.98728, -1.59533], [-4.60086, -2.69648, -1.47215], [-4.92198, -1.63704, -2.85871], [-3.43406, -1.35751, -1.93310], [-2.05750, -3.55055, -4.71192], [-0.53782, -3.50591, -4.22884], [1.86085, 3.15046, 2.55975], [1.27054, 3.35107, 3.99383], [0.51672, 4.72494, 4.08011], [-0.63823, 4.78156, 3.22662], [-1.22243, 6.05402, 3.13395], [0.35298, 2.28699, 4.27808], [1.09083, 3.09261, 1.79045], [2.39696, 2.20374, 2.62594], [2.59854, 3.89876, 2.26998], [2.12734, 3.32738, 4.66719], [1.23584, 5.51809, 3.87553], [0.09249, 4.86127, 5.07487], [-1.66085, 6.23827, 4.11474], [-2.01616, 6.02314, 2.38753], [-0.51670, 6.85319, 2.90727], [0.87969, 1.47133, 4.55627], [-0.12756, 2.44504, 5.15225], [-0.12791, -1.37611, -6.65662], [0.29190, -0.90331, -5.25626], [-0.85392, -0.34916, -4.36411], [-1.33632, 0.86647, -4.98897], [-2.37614, 1.54490, -4.30188], [0.95399, -2.01882, -4.64179], [-0.58678, -0.52479, -7.15938], [-0.76612, -2.25849, -6.60979], [0.79519, -1.65016, -7.16738], [1.05819, -0.13299, -5.34302], [-0.47646, -0.04012, -3.38937], [-1.61543, -1.07918, -4.08974], [-2.10913, 2.58982, -4.14397], [-2.78830, 1.13226, -3.38104], [-3.12247, 1.54097, -5.09629], [1.13183, -1.85453, -3.66124], [1.88161, -1.95063, -5.03547], [-5.13244, 1.65286, -0.60603], [-4.54154, 1.82658, 0.80169], [-5.23760, 1.00813, 1.93187], [-5.07373, -0.38186, 1.64410], [-5.82703, -1.14617, 2.57976], [-3.13807, 1.50601, 0.83688], [-5.15305, 0.60284, -0.89784], [-4.44302, 2.21232, -1.23832], [-6.12813, 2.04787, -0.80768], [-4.55902, 2.88680, 1.05411], [-6.26338, 1.37610, 1.95362], [-4.74715, 1.25018, 2.87472], [-5.89009, -2.13857, 2.13336], [-6.86991, -0.85087, 2.69496], [-5.39160, -1.21057, 3.57693], [-3.19975, 0.49793, 0.82909], [-2.78901, 1.74295, -0.08078], [2.97836, -1.99791, 5.79184], [2.60994, -0.86847, 4.86131], [2.32855, -1.25210, 3.39599], [3.46326, -1.96358, 2.89346], [3.56423, -1.96175, 1.48643], [1.51555, -0.18760, 5.49173], [2.11526, -2.65598, 5.89235], [3.31011, -1.61339, 6.75631], [3.79264, -2.61251, 5.40803], [3.51850, -0.26749, 4.82337], [2.17317, -0.32316, 2.84733], [1.46906, -1.89542, 3.20754], [4.52455, -2.36272, 1.16218], [3.63913, -0.94604, 1.09805], [2.79231, -2.52612, 0.96325], [0.71743, -0.75463, 5.73989], [1.87463, 0.13182, 6.38008], [-0.03304, 5.84502, -2.55997], [0.06756, 4.29822, -2.56070], [0.85540, 3.77996, -3.78083], [0.11047, 4.02352, -5.00121], [0.54349, 3.28897, -6.14244], [0.71786, 4.08280, -1.28203], [-0.49812, 6.22291, -3.47047], [0.93873, 6.33147, -2.47558], [-0.56666, 6.18743, -1.67336], [-0.83929, 3.69424, -2.52986], [1.00800, 2.70468, -3.68823], [1.78936, 4.32352, -3.92353], [-0.07656, 3.46353, -7.02173], [0.64646, 2.21061, -6.02154], [1.48375, 3.71702, -6.49002], [1.64397, 4.48066, -1.21790], [0.91625, 3.09250, -1.28924], [5.39972, 0.47981, -1.36353], [4.89246, 1.90091, -1.36294], [4.08182, 2.17039, -2.67262], [4.97739, 2.17447, -3.81638], [4.51121, 3.02365, -4.86914], [4.05473, 2.19544, -0.18355], [5.85760, 0.14335, -2.29371], [4.58998, -0.20461, -1.11057], [6.24447, 0.34171, -0.68867], [5.75950, 2.53850, -1.19029], [3.57120, 3.13128, -2.60891], [3.28638, 1.43586, -2.79837], [3.68772, 2.64232, -5.47291], [5.28359, 2.99493, -5.63772], [4.20871, 4.02617, -4.56659], [3.31023, 1.51327, -0.16197], [3.64620, 3.10361, -0.35211], [-2.46371, 4.54558, -0.05894], [-1.39135, 3.90343, 0.59882], [-2.37068, 5.63135, -0.08211], [-2.60667, 4.18280, -1.07681], [-3.44118, 4.37828, 0.39346], [-0.59810, 3.91926, 0.05836]]}